Entry 1:
ORCA calculation (wB97M-V/def2-TZVPD) on C51H49N9O2PTl as an isolated structure.

```
113
Properties=species:S:1:pos:R:3:mulliken_charge:R:1
N -0.5557 -0.8166 -2.7840 -0.14
H 0.4102 7.7219 -2.1229 0.42
H 1.0727 5.4459 -1.4708 0.46
H -2.7407 -1.7240 9.0201 0.42
H -3.1075 -1.6616 0.2671 -0.08
H -3.0011 4.5497 -0.4818 0.47
C 8.1010 -1.3268 -2.3404 -0.45
C 1.0938 0.7079 4.8145 -1.03
N 1.9901 -0.7909 -0.4494 -0.01
O 0.3891 -3.4064 0.5373 -0.23
H -3.7136 1.9133 -0.3256 0.67
H -5.8724 -1.8497 2.9260 0.47
H -0.9004 0.1274 -2.9199 0.04
C -4.3544 2.3051 -3.6283 -0.73
H -2.7905 -3.1777 -1.6091 0.35
C 0.4632 -0.0343 2.4972 -0.44
C -1.2850 -1.2565 2.9314 -1.32
H -3.0629 -0.3778 -0.7611 0.07
C 7.2599 -2.3959 -2.0655 -0.83
H -3.2013 -0.5949 -3.1808 -0.06
C -2.4032 -3.3492 2.1633 0.32
H 0.7313 1.7242 4.9667 0.33
H 7.5962 -3.4112 -2.2282 0.44
C -3.5241 2.0161 -1.3897 -0.34
H -1.0681 -2.7757 -3.3072 0.31
C -2.1042 -2.5655 7.1546 -0.85
C -2.4977 -2.0579 2.6787 0.11
C -0.3369 7.0321 -1.7537 -0.81
C -4.8001 -3.5380 2.1565 -0.53
H 4.9363 1.8475 0.7068 0.33
C 1.2574 4.1503 1.1236 -1.04
C -0.9168 4.8509 -0.9051 0.13
C -2.3615 -1.5183 8.0282 -0.45
N -2.7407 -1.3306 -0.6248 -0.20
C -3.7547 -1.5251 2.9636 -0.33
C 2.9860 -1.5090 -3.7379 -0.36
C -1.6658 7.4206 -1.6721 -0.47
H -3.4788 -2.2001 -3.8329 0.49
C -1.3594 -0.9942 5.4868 0.21
H -1.3992 -3.1224 5.2068 0.49
H 0.3863 -0.8691 -3.1678 0.08
O -0.5849 -3.5319 -1.3053 -0.18
H -3.4667 -5.0879 1.5027 0.50
C -2.2537 5.2437 -0.8416 -0.23
C 7.6624 -0.0280 -2.1296 -0.77
C -4.8985 -2.2639 2.6998 -0.87
H -3.8342 -0.5344 3.3953 0.55
C -3.2355 -2.1912 -1.7257 -0.77
C -0.5366 3.4889 -0.5067 0.90
N 3.8654 0.0835 0.2820 0.34
C -1.6306 0.0544 6.3648 -0.24
C -1.6087 -2.3071 5.8878 -0.24
H 9.0980 -1.5068 -2.7194 0.43
H -5.1848 2.3641 -4.3193 0.47
H 0.7408 5.1053 1.1299 0.46
H -2.2853 -3.5877 7.4588 0.44
C 5.9857 -2.1692 -1.5734 -0.27
H 2.1218 0.7480 4.4670 0.36
N -0.4059 1.2551 -0.2697 0.66
H 2.2342 4.2845 0.6597 0.31
H 4.4633 0.8900 2.1190 0.36
C 4.8131 0.8359 1.0924 -1.01
H 8.3102 0.8079 -2.3572 0.42
C 5.5437 -0.8654 -1.3449 0.21
H -1.3442 -1.5934 -4.5879 0.58
H 3.2944 -0.4749 -3.8416 0.53
C -1.0867 2.2829 -0.8905 -1.74
H -2.8773 2.7044 -5.1316 0.48
C 2.8029 -2.0502 -2.4657 0.22
H -1.4287 -3.7875 2.0119 0.76
C -2.2165 2.1863 -1.8415 1.48
C 2.4695 -3.3941 -2.3362 0.34
N -0.4635 -0.8045 1.9388 0.18
N 0.4534 3.1842 0.3869 0.45
H 5.3328 -3.0033 -1.3504 0.48
H 2.0033 -5.2219 -3.3485 0.46
H -5.5995 1.9346 -1.9221 0.48
H 5.7760 0.3330 1.0675 0.42
N 0.2713 0.0007 3.8427 0.32
H 1.0590 0.1797 5.7632 0.45
P 1.6700 1.0561 1.6822 -0.58
Tl -0.3288 -1.2349 -0.3907 3.04
H -1.4758 1.0807 6.0534 0.44
C 2.5256 0.0015 0.4742 -0.47
C 2.2677 -4.1786 -3.4612 -1.06
C 0.0382 5.7536 -1.3732 -0.20
C -2.6235 6.5229 -1.2220 -0.90
H -5.6957 -4.1098 1.9528 0.46
H -3.6621 6.8200 -1.1640 0.45
C -1.4258 -1.7690 -3.5122 -0.76
C 3.0039 -1.2139 -1.2690 -1.43
C 0.5000 1.8356 0.5189 -0.94
C -2.8898 -1.6392 -3.1063 -0.39
H -1.9562 8.4205 -1.9651 0.43
H 6.0506 1.2240 -1.4900 0.43
H 1.3991 3.8128 2.1466 0.37
C -3.5501 -4.0831 1.8966 -0.96
C 2.4177 -3.6282 -4.7258 -0.51
H -2.3509 0.6092 8.3017 0.42
C -3.0573 2.4907 -4.0862 -1.00
C -1.9930 2.4345 -3.1965 -0.24
H 2.2619 -4.2384 -5.6055 0.46
H 2.9352 -1.8740 -5.8469 0.47
C 2.7897 -2.2971 -4.8615 -0.79
C -0.8346 -0.7567 4.1361 0.92
C 4.1865 -0.6632 -0.8215 0.88
C -4.5867 2.0658 -2.2813 -1.07
C 6.3900 0.2046 -1.6316 -0.19
N -0.0299 -4.1203 -0.3750 -0.05
H 2.4220 -3.8323 -1.3498 0.77
H -0.9822 2.6181 -3.5438 0.56
C -2.1321 -0.2096 7.6296 -0.78
H -4.3198 -2.2997 -1.6446 0.59
```

## Properties
2S+1: 1
Energy relative to the best compared isomer or geometry (same formula, charge and spin) in kJ/mol: 0.0
Total charge: +2


Entry 2:
ORCA calculation (wB97M-V/def2-TZVPD) on a 8-piece molecular cluster, C51H49O31P overall.

```
132
Properties=species:S:1:pos:R:3:mulliken_charge:R:1
C -4.4260 -1.0886 7.2000 0.23
O -6.7381 -8.0942 -4.0456 -0.57
C -2.1342 1.6191 -5.9991 0.37
C -3.9564 3.0062 4.7076 1.09
O 7.0833 6.6753 -3.6677 -0.51
C -3.6990 -2.2384 6.5889 0.85
C -3.0668 1.6530 -5.0446 -0.94
H 5.8426 7.2351 -5.3205 0.30
O -2.2573 2.3506 -7.1321 -0.56
H 8.3759 8.3555 -5.7296 0.33
C -5.1965 -3.7790 7.7278 0.39
O 9.8610 13.6502 -3.7247 -0.56
H -4.8089 6.2790 3.9465 0.43
O -0.0940 0.7566 -6.7650 -0.62
H -5.2118 -9.7314 -2.6681 0.44
O -6.9004 -2.8400 9.0347 -0.60
O 10.2744 9.3329 -5.5280 -0.62
H 3.4660 -7.7999 -1.3332 0.45
C -5.4734 -1.2752 8.0054 -0.81
C -0.0775 -2.8479 1.5082 -1.08
C 9.5862 10.2320 -5.0818 0.99
O 7.6057 8.8683 -5.4194 -0.42
H 9.0919 14.1601 -3.4080 0.35
H -3.4414 3.3517 2.4642 0.32
H 7.0845 4.9453 -1.7023 0.44
C -4.1482 4.2659 3.9321 0.24
H 2.3501 0.0104 2.9432 0.29
H 11.2191 11.6389 -4.7318 0.42
C -1.6783 0.0325 -3.6790 0.16
H -1.0108 -9.2978 -4.0808 0.26
H -1.0501 -1.8506 3.9223 0.53
H -3.0353 -0.6229 3.2374 0.30
C 2.3946 -7.9184 -1.2473 -0.79
H 0.9772 -3.9698 3.5965 0.33
H 4.4981 2.5296 -1.3593 0.28
H -0.5776 0.0356 0.2605 -0.12
H -0.5687 1.2997 3.8483 0.54
O -5.3712 -6.6850 -5.9173 -0.61
C 9.3591 12.4622 -4.1385 0.35
O 3.2959 3.0326 -3.0621 -0.55
H -1.4594 2.1513 -7.6570 0.35
H -1.5157 -8.5138 -1.0445 0.58
H -4.1621 2.0898 6.6782 0.97
C 4.1470 3.8905 -3.2120 1.01
H -0.0274 2.0969 -1.1677 0.30
O 2.4999 -10.0781 -2.1811 -0.62
O -5.1785 4.1246 8.0016 -0.58
H -0.6371 -2.7281 0.5240 0.38
C 5.2861 3.9687 -2.2522 0.28
H -2.1843 0.2536 1.8437 0.20
C 8.1099 10.0459 -4.9808 0.16
O -0.1771 -10.5137 -2.0979 -0.50
C -0.4425 -8.3999 -1.1159 -0.68
C -0.7472 -0.0042 -4.6344 -0.79
H 0.6840 -1.0649 5.2601 0.25
O -5.5380 6.3270 6.4588 -0.61
C 1.8193 -9.1790 -1.7203 0.92
O -3.7791 4.2519 2.6288 -0.59
H 0.6466 -1.2353 -0.4312 0.56
O -2.7588 -2.0260 5.8442 -0.30
C -3.2687 -7.6013 -5.3827 -0.77
H -3.6042 -4.4171 6.4839 0.46
O -3.9777 0.1571 6.9019 -0.49
C 1.0608 1.8060 -1.0889 -0.72
H -6.9842 -7.4214 -4.7079 0.35
H 3.2598 4.8100 -4.9829 0.45
P 0.6127 -1.1411 2.1474 0.90
H -3.2156 0.0244 6.3030 0.09
C -4.8347 4.1028 6.6912 0.17
H -2.4918 -1.6093 1.8157 0.34
H 0.1513 -0.5990 -4.5409 0.46
H -1.8395 0.3904 4.7418 -1.11
C -2.2220 -0.7135 2.4440 -1.30
C -2.5941 -8.4637 -4.6190 0.40
H -5.5216 5.0232 8.1643 0.34
C 1.6124 -6.9643 -0.7336 0.44
C 7.3198 10.9975 -4.4790 -0.86
H 1.3630 -5.2720 0.0312 0.25
C 5.0645 5.7789 -4.4397 0.32
O 5.2983 3.0743 -1.2351 -0.57
C 1.0868 -4.5894 2.6505 -0.74
H 1.7508 -1.9108 2.6226 -0.24
H -0.8593 -3.2547 2.2402 0.42
H 0.9632 0.6495 5.7683 0.26
C -4.7179 -7.4494 -5.2309 0.94
C 0.3400 -9.3502 -1.6320 -0.22
C -3.2817 -9.3003 -3.5950 0.88
C 6.2170 5.8389 -3.4964 0.96
O -0.5443 -6.2647 -0.1303 -0.53
C -2.9129 0.8559 -3.8252 0.99
H 2.6450 0.5654 0.2768 0.21
C 0.1501 -0.0955 5.5434 -1.19
O -2.6302 -10.0868 -2.9336 -0.54
H -0.5082 -0.3547 6.4220 0.32
C -5.4021 -8.2667 -4.1875 0.35
C -0.8574 -0.9201 3.2913 0.06
H 0.2789 -5.3990 2.7092 0.27
C 0.4236 -0.4873 0.3766 -0.59
H -6.3916 -4.8873 8.6389 0.35
C -5.0525 5.3544 5.9102 0.78
O 7.2017 13.1517 -3.5355 -0.61
C 4.1000 4.8657 -4.3042 -0.94
O -3.5008 2.0213 4.1519 -0.50
H -3.9579 2.2596 -5.1312 0.42
O 2.1277 -5.7932 -0.2945 -0.56
H 0.5893 -11.0297 -2.4139 0.35
H -2.7815 -6.9904 -6.1305 0.43
C 0.1352 -7.1474 -0.6203 0.97
O 5.0385 6.6916 -5.4408 -0.57
O -3.7473 0.8479 -2.9385 -0.63
C 6.2522 4.8796 -2.3898 -0.85
C -5.9408 -2.6287 8.3174 0.92
H -2.3440 -0.4833 -2.0115 0.33
C -4.7275 -9.1314 -3.4264 -0.98
H -6.0104 -0.4498 8.4529 0.47
O 0.9825 -3.8257 1.4463 -0.29
C -4.3237 3.0074 6.1246 -0.98
C -4.1508 -3.5917 6.9194 -1.18
O 1.4414 0.2704 2.7016 -0.66
C -4.6625 5.3601 4.4978 -0.94
O -1.2539 -8.6187 -4.7405 -0.59
H 1.6561 2.7534 -1.2550 0.35
H 2.0721 -5.1560 2.6802 0.26
C 1.5025 0.7829 0.1427 0.31
C -0.7887 0.2961 4.3062 1.07
C 10.1496 11.5092 -4.6372 -0.92
O -1.5429 -0.6779 -2.5334 -0.48
H 6.2484 10.8737 -4.3985 0.43
O -5.6277 -5.0218 8.0470 -0.57
C 7.8864 12.2653 -4.0124 0.92
O 0.9743 2.1298 0.4744 -0.43
C -0.9126 0.7744 -5.8643 0.95
```

## Properties
2S+1: 1
DFT total energy in eV: -126432.8806